DFT (ωB97M-V/def2-TZVPD) results for a molecular structure, C34H50BBr2IN4O4 at a distorted geometry.

Computed properties:
* HOMO-LUMO gap: 7.856 eV
* DFT total energy: -199080.939 eV
* HOMO energy: -0.3005 Eh

Structure (ORCA input):
```
! wB97M-V def2-TZVPD RIJCOSX def2/J DEFGRID3
* xyz 0 1
C 3.1374 -4.0945 1.4379
C 4.3831 -3.4212 0.8787
C 4.0669 -2.4907 -0.2899
O 3.0014 -1.6521 0.0993
C 2.9251 -0.4178 -0.6113
C 1.5201 -0.1165 -1.1487
C 1.6837 -0.0638 -2.7080
C 1.9890 -1.4822 -3.2741
C 0.8523 -2.1233 -4.0473
N 1.0751 -3.5881 -4.0417
C 0.4387 -1.2155 -1.0677
O 0.5031 -2.4069 -0.8596
O -0.7516 -0.5974 -1.2983
C -0.8136 0.7566 -0.7705
C -1.7693 0.6151 0.4695
C -1.9627 -0.8040 0.9963
C -2.8124 -0.8393 2.2762
C -4.2938 -0.6069 2.0312
N -4.6762 0.8024 1.8678
C -5.6844 1.2038 1.0587
C -5.7308 2.5633 1.1211
C -4.7264 2.9807 1.9899
C -4.0788 1.8716 2.4423
C -1.6691 1.5750 -1.7714
Br -2.2425 3.3027 -1.0336
C -1.3187 1.8905 -3.2321
C -0.0753 2.7058 -3.5230
Br -1.5894 0.3793 -4.4549
C 0.6915 1.0224 -0.4740
I 1.1096 0.5572 1.6871
B 1.3070 2.5008 -0.3598
O 0.5300 3.4462 0.2978
C 2.7414 2.9777 -0.8374
C 2.8929 3.4374 -2.2989
H 2.6245 -4.5861 0.6147
H 2.4605 -3.3412 1.8265
H 3.4222 -4.8047 2.2057
H 5.0585 -4.1758 0.4758
H 4.9410 -2.8593 1.6239
H 3.7632 -3.1334 -1.1192
H 4.9797 -1.9398 -0.5182
H 3.3479 0.3519 0.0301
H 3.6054 -0.4999 -1.4543
H 2.4904 0.5872 -3.0196
H 0.7231 0.2296 -3.1159
H 2.3475 -2.1549 -2.5057
H 2.8201 -1.3593 -3.9672
H -0.0771 -1.9334 -3.5102
H 0.7465 -1.7442 -5.0563
H 0.4466 -4.0429 -4.6915
H 0.8254 -3.9048 -3.1125
H -2.7697 0.9305 0.1932
H -1.5060 1.3203 1.2478
H -2.5044 -1.4030 0.2714
H -1.0396 -1.3331 1.2058
H -2.7328 -1.8581 2.6508
H -2.4009 -0.2033 3.0553
H -4.9256 -1.1040 2.7629
H -4.5137 -1.0755 1.0740
H -6.3052 0.5612 0.4686
H -6.3919 3.2171 0.5868
H -4.4377 3.9740 2.2748
H -3.2440 1.8184 3.1027
H -2.5981 1.0306 -1.8577
H -2.1364 2.5211 -3.5404
H -0.2697 3.3071 -4.4069
H 0.0422 3.4269 -2.7196
H 0.8264 2.1478 -3.7245
H 0.7335 3.4982 1.2387
H 2.9914 3.8443 -0.2280
H 3.5408 2.2630 -0.6497
H 2.8965 2.6144 -3.0031
H 3.8702 3.9014 -2.4036
H 2.1555 4.1673 -2.6131
N -3.8485 -5.9488 -0.3563
C -3.0782 -4.9188 -0.7032
C -1.7175 -4.8483 -0.4423
C -1.1232 -5.9092 0.2211
C -1.9078 -6.9896 0.5915
C -3.2588 -6.9595 0.2786
H -3.5854 -4.1089 -1.2179
H -1.1409 -3.9865 -0.7484
H -0.0639 -5.8928 0.4459
H -1.4838 -7.8380 1.1113
H -3.9085 -7.7856 0.5473
N 0.9578 5.2377 3.2429
C 2.2849 5.1778 3.1610
C 3.1297 5.2199 4.2591
C 2.5614 5.3412 5.5164
C 1.1814 5.4093 5.6222
C 0.4282 5.3504 4.4594
H 2.6845 5.0871 2.1555
H 4.2016 5.1595 4.1309
H 3.1842 5.3803 6.4009
H 0.6978 5.5039 6.5845
H -0.6547 5.3955 4.4961
*
```